# 1
The following is a quantum chemistry calculation of a cluster of 5 separate species, C2H13O5 in total at a distorted geometry, from OMol25.

Calculated values
Total charge ... -1
LUMO ... 3.90 eV
F_max ... 2.189 eV/A
HOMO level ... -5.4 eV
ΔE to the lowest compared entry with this formula, charge and spin ... 6.7 kcal per mole

```
20
Properties=species:S:1:pos:R:3:forces:R:3:mulliken_charge:R:1
O 1.5724 0.1970 2.1750 0.18 0.29 -0.68 -0.758
O 0.6770 3.6458 0.1772 -0.18 0.38 0.22 -0.716
O 1.4064 1.1769 -0.0914 -0.09 -0.46 -0.91 -1.091
O -0.7429 1.0532 -1.7867 0.94 0.50 0.49 -0.741
O -2.2827 -0.9976 -0.6022 0.90 0.95 0.36 -0.551
C -0.3386 -2.3827 -0.3206 0.00 -0.03 -0.42 -0.803
C -1.4131 -1.5666 0.3637 -1.09 -1.53 1.12 -0.320
H 1.7280 0.4410 -0.6294 0.15 0.32 0.09 0.188
H -1.0533 -0.9191 1.1688 0.51 0.76 -0.77 0.240
H 2.3013 -0.4138 2.0454 0.09 -0.15 0.24 0.236
H -2.0231 -2.2363 1.0095 -0.07 -0.09 -0.65 0.299
H -0.7734 -3.1590 -0.9582 -0.30 0.13 0.06 0.282
H 0.3222 -2.9200 0.3606 0.24 0.43 0.11 0.295
H -1.7693 -0.2241 -0.9543 -0.68 -0.39 -0.10 0.425
H 0.1811 -1.7107 -1.0079 0.47 -0.14 0.22 0.167
H 1.0549 2.7751 -0.0613 0.36 -0.37 -0.50 0.427
H 1.5447 0.6680 1.1898 -0.41 -0.37 0.98 0.384
H 0.4463 3.4315 1.0839 -0.21 0.29 0.25 0.277
H -0.8947 1.9810 -2.0035 -0.29 -0.14 -0.04 0.309
H 0.0567 1.1604 -1.1581 -0.52 -0.39 -0.10 0.450
```
Positions in Å, forces in eV/Å.

---

# 2
The following is a quantum chemistry calculation of a structure of composition C2H14B2Cl2CoN2O12 at a distorted geometry, from OMol25.

Calculated values
⟨S²⟩ ... 6.0132
Total charge ... -1
LUMO (spin up / spin down) ... 1.49 / -1.75 eV
F_max ... 5.661 eV/A
HOMO level (spin up / spin down) ... -6.9 / -6.9 eV
2S+1 ... 5
ΔE to the lowest compared entry with this formula, charge and spin ... 0.0 kcal per mole

```
35
Properties=species:S:1:pos:R:3:forces:R:3:mulliken_spin:R:1
Co 0.4068 0.1766 0.9701 1.06 0.24 0.86 3.013
Cl 0.3786 2.6715 -1.7482 -0.17 3.83 1.96 0.005
Cl 0.0227 -2.5631 3.2062 -0.77 0.03 3.12 0.002
O 0.8715 -1.9092 4.1657 -0.47 0.65 0.21 0.001
O 0.3968 -3.9569 3.2817 -0.96 0.36 -1.21 0.009
O 0.2559 -1.9591 1.9371 1.58 0.90 -3.85 0.035
O -1.4682 -0.3984 0.0845 1.30 0.66 0.68 0.018
O 1.1601 2.3630 -2.8962 0.38 -0.52 -0.52 0.005
O 0.5649 1.6398 -0.7468 -0.08 -1.42 0.21 0.019
O -3.3339 -1.4197 0.2037 0.51 1.42 -0.99 0.002
O -0.5616 -1.7877 -2.3800 -1.99 -1.38 -0.84 0.002
O -0.9972 2.8548 -2.0810 -0.98 -1.41 -0.63 0.001
O 0.7569 3.9322 -1.1204 0.78 -1.13 -0.73 0.002
O -1.3930 -2.2982 3.3955 0.69 -1.02 0.96 0.004
O 1.0543 -1.0925 -1.1735 -0.07 -0.95 -1.82 0.000
N -2.5650 -0.6390 -0.3479 -0.50 -2.15 0.90 -0.003
N 0.5502 -1.4149 -2.2811 2.35 2.77 2.72 0.000
C 1.3002 -0.9804 -3.5027 -0.16 -0.02 -0.11 0.001
C -2.9046 -0.0704 -1.6500 -0.23 -0.25 -0.97 0.002
B -0.5954 1.4279 2.5291 -1.39 1.62 0.98 0.240
B 2.6166 0.4529 1.4626 -0.04 1.82 0.46 0.166
H 1.2692 -1.7919 -4.2298 0.12 0.09 0.15 0.000
H -2.0512 0.3064 -2.2138 0.14 0.50 0.94 0.000
H -3.1853 -0.9381 -2.2471 -0.93 0.24 0.17 0.000
H 2.2187 1.4438 1.6179 -1.50 3.80 0.15 0.033
H -0.5325 1.7114 1.4899 0.41 1.10 -4.94 0.051
H 0.7130 -0.1338 -3.8586 0.02 -0.03 -0.07 0.000
H -1.6158 1.2368 2.8233 -3.49 -1.06 0.78 0.006
H 3.6930 0.5275 1.4673 3.64 0.00 0.18 0.031
H -0.0364 0.5088 2.6130 2.92 -4.78 0.82 0.125
H 2.2637 -0.2131 2.2347 -1.59 -3.54 3.11 0.139
H 2.2926 -0.6071 -3.2502 -0.21 -0.42 0.18 0.000
H 2.2602 0.0293 0.5364 -2.20 -2.17 -4.20 0.089
H -3.6537 0.6900 -1.4296 -0.11 -0.22 -0.55 0.000
H -0.1523 2.2007 3.1380 1.94 2.42 1.92 -0.001
```
Positions in Å, forces in eV/Å.

---

# 3
The following is a quantum chemistry calculation of a structure of composition C2H14FeO12 at a distorted geometry, from OMol25.

Calculated values
⟨S²⟩ ... 8.7615
Total charge ... +1
LUMO (spin up / spin down) ... -6.27 / -9.26 eV
F_max ... 3.801 eV/A
HOMO level (spin up / spin down) ... -12.8 / -12.8 eV
2S+1 ... 6

```
29
Properties=species:S:1:pos:R:3:forces:R:3:mulliken_spin:R:1
Fe -2.3900 1.4515 -1.6156 3.05 -1.34 1.83 3.805
O 0.2001 -1.5179 -3.4311 -0.22 0.55 -0.74 0.000
O -0.3489 -0.5949 1.2688 -0.79 0.85 -1.09 0.003
O 0.4223 -1.5469 -0.5659 -0.42 0.84 0.40 0.017
O -2.2190 4.8054 0.9020 1.15 -1.38 -0.66 0.057
O -0.8510 0.2354 -0.8120 -2.16 1.43 -0.16 0.102
O -1.3099 1.0431 3.5737 -0.30 0.26 0.03 0.000
O -0.8905 2.3138 -2.7090 -0.55 -0.09 -0.39 0.037
O -2.0823 2.8160 -0.1131 -0.07 0.16 -0.35 0.177
O 1.6811 -2.3135 2.5135 -0.41 0.13 -0.35 0.000
O -0.2974 3.7874 0.6352 2.08 -0.41 -0.05 0.849
O 3.7486 -1.9961 -0.5181 0.20 -0.05 0.23 0.000
O -0.0127 -4.4736 -0.3098 0.01 -0.31 0.01 0.000
C -1.5282 3.7698 0.4355 -3.52 0.00 -0.04 -0.058
C -0.2659 -0.6482 -0.0569 0.60 -0.85 -1.95 0.005
H 2.8327 -1.9794 -0.2405 -0.45 -0.15 -0.14 0.000
H 0.3745 -1.1464 -2.5664 0.18 -0.23 0.61 0.000
H -0.4102 3.1415 -2.7336 0.02 0.51 0.28 0.001
H -0.4630 -2.1901 -3.2742 -0.02 -0.29 0.06 0.000
H -0.5726 1.8292 -3.4709 0.30 -0.58 -0.45 0.000
H 1.9473 -2.2873 3.4325 -0.03 -0.06 0.31 0.000
H -0.7230 1.7614 3.8098 0.18 0.12 0.25 0.000
H -1.0996 0.8519 2.6597 0.17 -0.41 -0.25 0.000
H 2.3602 -1.8209 2.0527 0.44 0.00 -0.13 0.000
H 3.9335 -1.0970 -0.7896 0.12 0.19 -0.14 0.000
H -0.9632 -4.3929 -0.2303 -0.22 -0.08 0.06 0.000
H 0.2752 -3.6169 -0.6252 0.19 0.34 -0.03 0.000
H 0.1467 -1.4058 1.4043 0.67 -0.87 1.84 0.002
H -1.4946 5.2215 1.3748 -0.19 1.72 1.02 0.003
```
Positions in Å, forces in eV/Å.

---

# 4
The following is a quantum chemistry calculation of a structure of composition C2H14FeO6 at a distorted geometry, from OMol25.

Calculated values
⟨S²⟩ ... 8.7682
Total charge ... +1
LUMO (spin up / spin down) ... -3.99 / -4.68 eV
F_max ... 6.383 eV/A
HOMO level (spin up / spin down) ... -12.3 / -11.3 eV
2S+1 ... 6
ΔE to the lowest compared entry with this formula, charge and spin ... 38.3 kcal per mole

```
23
Properties=species:S:1:pos:R:3:forces:R:3:mulliken_spin:R:1
Fe -0.2748 -0.1248 0.3532 5.11 -1.93 -3.30 4.136
O -0.8903 0.4390 2.2075 -0.90 0.29 0.78 0.029
O -0.2568 1.7861 -0.1474 -0.29 1.58 -0.16 0.038
O 1.6772 -0.0326 0.8646 -0.98 -0.09 -0.64 0.306
O -0.0855 -0.8738 -1.6249 -0.48 0.96 1.36 0.367
O -2.3212 0.0122 -0.0629 -0.70 0.28 0.59 0.024
O -0.5610 -2.0104 1.0387 -0.50 -0.64 0.58 0.033
C 3.0153 0.5383 0.8296 -1.54 -0.38 0.85 -0.002
C -0.0963 -0.7365 -3.0267 -0.15 0.41 0.31 -0.008
H 3.8078 -0.0368 0.3507 -0.60 -0.31 -0.84 0.011
H -0.1937 -2.8729 0.8456 0.48 -0.14 -0.55 0.001
H -2.9121 -0.1434 -0.7997 0.17 -0.25 -0.67 0.002
H 0.8985 -0.6553 -3.4646 0.27 -0.59 0.16 0.006
H -2.9017 0.1906 0.6769 -0.43 -0.02 0.16 -0.001
H -0.5574 0.1713 -3.4156 -0.38 0.68 0.55 0.026
H -0.3743 0.4985 3.0115 0.76 -0.05 0.17 0.001
H 3.3887 0.5373 1.8537 -0.19 0.51 0.28 0.012
H -1.1099 -2.1505 1.8102 -0.18 0.02 0.34 0.001
H 2.9423 1.5519 0.4355 0.34 0.02 -0.02 0.005
H -1.7634 0.7394 2.4599 -0.34 0.21 0.19 -0.001
H -0.7156 -1.4881 -3.5162 0.31 -0.56 0.12 0.014
H 0.2371 2.2762 -0.8048 0.53 -0.20 -0.37 0.001
H -0.9527 2.3841 0.1250 -0.30 0.20 0.14 -0.001
```
Positions in Å, forces in eV/Å.

---

> What is the formula in the fourth record?

C2H14FeO6